1.
This record from the OMol25 dataset describes 2 unconnected molecules or ions with the total composition C6H15N3O in a non-equilibrium geometry. The level of theory is wB97M-V/def2-TZVPD.

Geometry as XYZ:
```
25
Properties=species:S:1:pos:R:3
C -0.582 0.529 0.828
C -0.640 -2.044 -1.452
C -0.646 2.000 1.228
C -1.166 -0.339 1.940
C -0.160 -0.680 -1.857
N -0.897 0.117 -2.542
H -1.294 0.446 0.003
H -0.391 0.951 -2.839
H -0.135 -2.397 -0.553
H -0.378 -2.758 -2.240
H -1.718 -2.010 -1.290
H -2.206 -0.068 2.156
H -1.673 2.326 1.434
H -0.283 2.641 0.418
H -0.064 2.201 2.137
H -0.591 -0.242 2.868
H -1.185 -1.394 1.651
C 1.136 -0.124 0.625
N 1.234 -0.419 -1.623
N 2.065 0.894 0.636
O 1.418 -1.182 1.169
H 2.919 0.658 1.123
H 1.843 -1.222 -1.797
H 1.568 0.373 -2.164
H 1.827 1.741 0.139
```

Output
HOMO: -8.940 eV
Orbital gap: 9.620 eV

How is the electron density shared among the atoms? According to natural (NBO), the charges in e are: number 1, C, carries -0.28; number 2, C, carries -0.70; number 3, C, carries -0.62; number 4, C, carries -0.62; number 5, C, carries 0.48; number 6, N, carries -0.69; number 7, H, carries 0.22; number 8, H, carries 0.32; number 9, H, carries 0.25; number 10, H, carries 0.23; number 11, H, carries 0.24; number 12, H, carries 0.20; number 13, H, carries 0.22; number 14, H, carries 0.19; number 15, H, carries 0.21; number 16, H, carries 0.21; number 17, H, carries 0.22; number 18, C, carries 0.73; number 19, N, carries -0.83; number 20, N, carries -0.89; number 21, O, carries -0.67; number 22, H, carries 0.41; number 23, H, carries 0.39; number 24, H, carries 0.38; number 25, H, carries 0.39

---

2.
This record from the OMol25 dataset describes a molecular structure, C56H46N2PS2SiV in a non-equilibrium geometry. The level of theory is wB97M-V/def2-TZVPD.

Geometry as XYZ:
```
109
Properties=species:S:1:pos:R:3
V -1.670 -0.039 0.777
S -3.603 -1.232 -0.148
C -3.680 -0.596 -1.785
C -4.456 -1.222 -2.784
C -4.538 -0.716 -4.076
C -3.846 0.447 -4.418
C -3.074 1.077 -3.452
C -2.974 0.573 -2.151
S -1.939 1.422 -0.994
H -4.990 -2.128 -2.516
H -5.137 -1.232 -4.821
H -3.908 0.856 -5.421
H -2.525 1.980 -3.699
N 2.164 1.959 5.198
C 1.355 1.529 4.157
C 1.048 2.354 3.096
C 0.232 1.878 2.088
N -0.291 0.655 2.076
C 0.037 -0.156 3.089
C 0.849 0.235 4.130
H 2.194 2.961 5.291
H 1.941 1.529 6.081
H 1.411 3.374 3.053
H -0.050 2.518 1.262
H -0.397 -1.144 3.064
H 1.063 -0.461 4.931
C -1.519 2.967 6.207
C -1.824 3.549 4.979
C -2.425 2.795 3.970
C -2.753 1.438 4.141
C -2.429 0.882 5.395
C -1.830 1.626 6.414
Si -3.362 0.325 2.656
C -4.926 1.307 2.127
C -4.862 2.463 1.332
C -6.006 3.185 0.992
C -7.260 2.759 1.420
C -7.357 1.597 2.178
C -6.206 0.888 2.524
H -1.054 3.552 6.993
H -1.583 4.593 4.799
H -2.641 3.278 3.018
H -2.654 -0.169 5.574
H -1.607 1.159 7.369
H -3.971 -0.790 3.456
H -3.907 2.784 0.931
H -5.915 4.075 0.378
H -8.151 3.318 1.153
H -8.330 1.240 2.500
H -6.303 -0.021 3.112
C -0.497 -1.505 0.262
C 0.093 -2.393 -0.407
C 0.848 -3.283 -1.162
C 0.355 -3.649 -2.501
C -0.693 -2.913 -3.099
C -1.190 -3.229 -4.357
C -0.674 -4.300 -5.090
C 0.337 -5.061 -4.508
C 0.835 -4.750 -3.244
C 2.133 -3.787 -0.626
C 2.290 -4.059 0.746
C 3.492 -4.525 1.278
C 4.603 -4.733 0.466
C 4.480 -4.454 -0.895
C 3.278 -3.994 -1.427
H -1.119 -2.081 -2.545
H -1.993 -2.623 -4.766
H -1.057 -4.540 -6.076
H 0.739 -5.918 -5.038
H 1.600 -5.383 -2.813
H 1.428 -3.906 1.391
H 3.560 -4.731 2.344
H 5.539 -5.091 0.880
H 5.335 -4.583 -1.549
H 3.217 -3.755 -2.483
C 2.695 5.220 -1.687
C 2.018 4.457 -2.626
C 1.757 3.110 -2.387
C 2.175 2.482 -1.214
C 2.822 3.276 -0.259
C 3.089 4.624 -0.495
P 1.637 0.725 -0.842
C 1.768 -0.085 -2.488
C 0.600 -0.045 -3.258
C 0.570 -0.589 -4.538
C 1.705 -1.193 -5.061
C 2.857 -1.283 -4.284
C 2.888 -0.740 -3.001
C 3.179 0.170 0.035
C 3.005 -0.659 1.139
C 4.090 -1.033 1.935
C 5.368 -0.612 1.615
C 5.567 0.186 0.487
C 4.482 0.579 -0.285
H 2.906 6.266 -1.877
H 1.684 4.908 -3.553
H 1.221 2.534 -3.134
H 3.130 2.836 0.684
H 3.605 5.208 0.259
H -0.302 0.385 -2.829
H -0.351 -0.562 -5.107
H 1.687 -1.616 -6.059
H 3.733 -1.794 -4.667
H 3.780 -0.865 -2.394
H 2.005 -1.022 1.360
H 3.924 -1.660 2.804
H 6.213 -0.910 2.229
H 6.568 0.503 0.213
H 4.644 1.226 -1.141
```

Output
Spin multiplicity: 3
Total charge: -2
HOMO (spin up / spin down): -0.227 / -0.326 eV
Orbital gap (spin up / spin down): 4.141 / 4.240 eV

Löwdin population analysis, charges in e, atoms 1 to 99: number 1, V, carries 0.07; number 2, S, carries 0.56; number 3, C, carries -0.67; number 4, C, carries -0.14; number 5, C, carries -0.14; number 6, C, carries -0.14; number 7, C, carries -0.16; number 8, C, carries -0.66; number 9, S, carries 0.57; number 10, H, carries 0.09; number 11, H, carries 0.08; number 12, H, carries 0.08; number 13, H, carries 0.09; number 14, N, carries 0.11; number 15, C, carries -0.33; number 16, C, carries -0.02; number 17, C, carries -0.14; number 18, N, carries -0.11; number 19, C, carries -0.15; number 20, C, carries -0.01; number 21, H, carries 0.08; number 22, H, carries 0.08; number 23, H, carries 0.11; number 24, H, carries 0.11; number 25, H, carries 0.11; number 26, H, carries 0.11; number 27, C, carries -0.14; number 28, C, carries -0.12; number 29, C, carries -0.11; number 30, C, carries -0.31; number 31, C, carries -0.13; number 32, C, carries -0.13; number 33, Si, carries 0.62; number 34, C, carries -0.33; number 35, C, carries -0.12; number 36, C, carries -0.10; number 37, C, carries -0.13; number 38, C, carries -0.12; number 39, C, carries -0.12; number 40, H, carries 0.08; number 41, H, carries 0.09; number 42, H, carries 0.09; number 43, H, carries 0.09; number 44, H, carries 0.08; number 45, H, carries -0.04; number 46, H, carries 0.06; number 47, H, carries 0.09; number 48, H, carries 0.08; number 49, H, carries 0.08; number 50, H, carries 0.08; number 51, C, carries -0.20; number 52, C, carries -0.17; number 53, C, carries -0.20; number 54, C, carries -0.17; number 55, C, carries -0.05; number 56, C, carries -0.11; number 57, C, carries -0.14; number 58, C, carries -0.13; number 59, C, carries -0.06; number 60, C, carries -0.19; number 61, C, carries -0.06; number 62, C, carries -0.13; number 63, C, carries -0.15; number 64, C, carries -0.12; number 65, C, carries -0.06; number 66, H, carries 0.10; number 67, H, carries 0.09; number 68, H, carries 0.07; number 69, H, carries 0.08; number 70, H, carries 0.09; number 71, H, carries 0.11; number 72, H, carries 0.09; number 73, H, carries 0.08; number 74, H, carries 0.08; number 75, H, carries 0.09; number 76, C, carries -0.12; number 77, C, carries -0.10; number 78, C, carries -0.09; number 79, C, carries -0.34; number 80, C, carries -0.12; number 81, C, carries -0.11; number 82, P, carries 1.13; number 83, C, carries -0.34; number 84, C, carries -0.12; number 85, C, carries -0.09; number 86, C, carries -0.09; number 87, C, carries -0.10; number 88, C, carries -0.09; number 89, C, carries -0.35; number 90, C, carries -0.09; number 91, C, carries -0.09; number 92, C, carries -0.10; number 93, C, carries -0.10; number 94, C, carries -0.12; number 95, H, carries 0.09; number 96, H, carries 0.09; number 97, H, carries 0.09; number 98, H, carries 0.09; number 99, H, carries 0.09

---

3.
This record from the OMol25 dataset describes C5H10O2 in the gas phase in a non-equilibrium geometry. The level of theory is wB97M-V/def2-TZVPD.

Geometry as XYZ:
```
17
Properties=species:S:1:pos:R:3
C 0.162 0.514 -2.230
O 0.576 0.303 -0.895
C -0.383 0.727 0.041
C -1.481 -0.243 0.343
C -0.136 0.210 1.389
C 0.894 -0.864 1.578
O 2.145 -0.233 1.417
H -0.033 1.579 -2.427
H -0.750 -0.057 -2.459
H 0.972 0.176 -2.881
H -0.649 1.779 -0.075
H -2.492 0.169 0.483
H -1.432 -1.205 -0.156
H -1.174 0.038 1.907
H 0.882 -1.276 2.593
H 0.760 -1.702 0.873
H 2.142 0.086 0.499
```

Output
HOMO: -8.457 eV
Orbital gap: 9.370 eV

How is the electron density shared among the atoms? According to natural (NBO), the charges in e are: number 1, C, carries -0.24; number 2, O, carries -0.55; number 3, C, carries 0.05; number 4, C, carries -0.46; number 5, C, carries -0.28; number 6, C, carries -0.09; number 7, O, carries -0.71; number 8, H, carries 0.17; number 9, H, carries 0.17; number 10, H, carries 0.20; number 11, H, carries 0.18; number 12, H, carries 0.22; number 13, H, carries 0.22; number 14, H, carries 0.30; number 15, H, carries 0.19; number 16, H, carries 0.16; number 17, H, carries 0.48

---

Relative energy (zero: lowest compared OMol25 entry of this formula, charge and spin), record by record: 163.9, 1.4, 469.6 kJ/mol